Record 1
Entry from the OMol25 dataset: a 8-piece molecular cluster, C16H57BN4O7 overall (the ωB97M-V functional and the def2-TZVPD basis).

Cartesian coordinates (Å):
1 O -0.070 4.486 14.346
2 H 0.185 4.743 15.236
3 H 0.291 5.055 13.662
4 H 0.228 3.584 14.209
5 O 2.535 10.371 12.820
6 H 2.085 9.562 12.566
7 H 2.630 10.995 12.097
8 H 2.039 10.823 13.506
9 O -2.343 6.784 8.416
10 H -3.296 6.866 8.496
11 H -1.971 6.794 9.301
12 H -2.080 5.970 7.981
13 B 0.788 7.240 11.264
14 H 0.214 6.436 10.831
15 H 0.565 7.387 12.310
16 H 1.858 7.120 11.195
17 H 0.567 8.101 10.652
18 C -2.215 1.617 8.040
19 C -0.909 1.899 7.309
20 C -0.353 0.636 6.634
21 O -1.291 0.087 5.723
22 C -0.883 -0.957 4.834
23 N -1.455 2.756 6.225
24 H -2.671 2.557 8.352
25 H -2.007 0.873 8.808
26 H -2.961 1.044 7.489
27 H -0.254 2.427 8.003
28 H -0.093 -0.189 7.298
29 H 0.550 0.831 6.056
30 H -0.303 -0.410 4.090
31 H -1.708 -1.357 4.243
32 H -0.276 -1.766 5.238
33 H -1.862 1.927 5.816
34 H -0.640 3.113 5.748
35 C 11.076 2.255 8.948
36 C 9.904 1.310 8.686
37 C 8.734 1.375 9.701
38 O 7.930 2.554 9.505
39 C 6.720 2.756 10.324
40 N 9.499 1.540 7.338
41 H 10.904 3.303 8.703
42 H 11.975 2.073 8.359
43 H 11.379 2.162 9.991
44 H 10.326 0.310 8.784
45 H 9.008 1.384 10.755
46 H 8.201 0.428 9.611
47 H 6.287 1.773 10.510
48 H 6.008 3.520 10.014
49 H 7.005 3.067 11.328
50 H 8.709 0.973 7.066
51 H 9.161 2.491 7.301
52 C -1.665 6.930 17.937
53 C -1.645 5.505 18.550
54 C -2.934 4.539 18.314
55 O -2.727 3.166 18.840
56 C -3.783 2.270 18.436
57 N -0.397 4.869 18.222
58 H -1.776 6.950 16.853
59 H -0.747 7.466 18.178
60 H -2.383 7.544 18.481
61 H -1.694 5.723 19.617
62 H -3.111 4.655 17.245
63 H -3.765 4.935 18.897
64 H -3.449 1.232 18.428
65 H -4.157 2.566 17.456
66 H -4.499 2.254 19.257
67 H -0.361 3.920 18.565
68 H 0.354 5.380 18.664
69 C 3.535 14.244 6.860
70 C 4.675 13.207 7.045
71 C 4.348 11.972 7.886
72 O 4.633 12.265 9.258
73 C 5.918 12.493 9.648
74 N 4.986 12.845 5.684
75 H 3.177 14.728 7.768
76 H 2.671 13.841 6.331
77 H 3.812 15.059 6.190
78 H 5.539 13.835 7.264
79 H 5.027 11.190 7.546
80 H 3.346 11.556 7.779
81 H 5.998 12.053 10.642
82 H 6.336 13.500 9.642
83 H 6.676 12.042 9.007
84 H 4.996 13.722 5.184
85 H 4.225 12.394 5.196

Forces on the atoms, in the same order (eV/Å):
O -0.684 -0.523 -0.143
H 0.104 0.691 1.532
H 0.430 1.119 -0.940
H 0.124 -0.996 -0.253
O 0.614 0.436 0.638
H -0.689 -1.453 -0.796
H 0.348 0.373 -1.220
H -0.412 0.260 0.912
O 0.174 0.626 -0.081
H -1.038 0.029 -0.280
H 1.003 0.252 1.191
H 0.222 -1.032 -0.818
B 0.336 0.227 0.091
H -2.233 -3.657 -1.603
H -1.328 0.718 4.533
H 4.114 -0.973 -0.448
H -1.134 3.796 -2.091
C 0.319 -1.549 1.001
C -2.139 -0.112 -0.398
C 1.066 -1.402 -0.292
O -1.619 -0.187 0.559
C 0.823 1.449 -0.840
N 1.234 0.454 1.341
H 0.081 -0.263 0.423
H -0.110 0.495 0.919
H 0.136 0.421 -0.781
H 0.485 -0.268 -0.323
H 0.129 0.228 0.693
H 0.368 0.510 0.061
H 0.593 -0.422 -0.301
H -0.406 0.096 0.731
H -0.160 0.121 0.508
H -0.596 0.820 -2.114
H -0.194 -0.195 -1.055
C 0.415 0.324 0.638
C 0.637 0.534 0.705
C -0.399 0.593 0.792
O -1.302 0.690 -0.407
C 2.122 -1.474 0.705
N -0.504 0.037 -0.836
H -0.650 0.094 0.316
H -0.223 -0.736 -0.198
H 0.016 0.266 0.111
H -0.184 -0.248 -0.028
H 0.781 -0.014 0.126
H -0.753 0.042 -0.437
H -0.614 0.013 -0.439
H 0.382 -0.304 -0.996
H 0.424 0.212 0.204
H -0.098 -0.267 -0.031
H -0.048 0.236 -0.225
C -0.346 -0.555 0.483
C -1.425 -0.112 1.160
C 1.673 0.331 0.988
O 0.563 1.579 -1.679
C 0.397 0.301 0.892
N 0.467 -0.555 -1.117
H -0.332 0.044 -0.028
H 0.421 -0.412 -0.031
H -0.553 -0.096 -0.541
H 0.151 -0.222 0.378
H -0.431 -0.919 -0.261
H -0.071 0.361 -0.305
H 0.622 0.179 -0.328
H -0.377 -0.166 0.177
H -0.680 0.396 -0.434
H -0.132 -0.173 0.162
H 0.164 -0.015 0.008
C -0.702 0.277 0.884
C -2.025 1.504 -1.875
C 2.155 1.050 0.271
O -2.805 -0.341 -0.265
C 2.249 -0.415 0.184
N 0.745 -0.825 -1.382
H -0.025 -0.094 0.236
H -0.137 -0.551 0.238
H 0.592 0.060 0.151
H 0.246 -0.710 1.347
H 0.215 -0.215 -0.012
H -0.176 0.582 0.190
H 0.393 0.223 0.107
H -0.932 0.703 0.280
H -0.120 -0.860 -0.214
H 0.628 0.123 -0.296
H -0.374 -0.568 0.277

As for the total energy: -1413.28075 hartree. The net charge is +2. The frontier orbital gap is 5.55 eV. The spin multiplicity is 1. The LUMO energy is -5.99 eV.

Record 2
Entry from the OMol25 dataset: C16H7Cl3N14SZr as an isolated structure (the ωB97M-V functional and the def2-TZVPD basis).

Cartesian coordinates (Å):
1 Zr 0.746 -0.428 -1.280
2 S -4.083 2.046 4.099
3 N -4.137 2.260 2.508
4 C -3.070 1.659 2.006
5 C -2.719 1.594 0.606
6 C -3.506 2.150 -0.413
7 C -3.105 2.020 -1.723
8 C -1.924 1.344 -1.998
9 N -1.157 0.815 -1.042
10 C -1.552 0.919 0.256
11 C -0.715 0.286 1.274
12 N 0.406 -0.380 0.867
13 C 1.184 -0.996 1.772
14 C 0.897 -0.970 3.126
15 C -0.230 -0.303 3.557
16 C -1.056 0.337 2.625
17 C -2.260 1.048 2.988
18 N -2.725 1.196 4.219
19 H -4.420 2.666 -0.151
20 H -3.690 2.425 -2.537
21 H -1.591 1.219 -3.023
22 H 2.058 -1.512 1.392
23 H 1.555 -1.479 3.817
24 H -0.495 -0.266 4.607
25 N 1.412 -3.977 -1.827
26 C 2.459 -3.146 -1.572
27 N 3.714 -3.457 -1.411
28 N 4.343 -2.278 -1.160
29 N 3.542 -1.297 -1.167
30 N 2.272 -1.805 -1.428
31 C 0.122 -3.526 -1.838
32 N -0.949 -4.261 -1.914
33 N -1.987 -3.388 -1.845
34 N -1.600 -2.191 -1.731
35 N -0.202 -2.203 -1.718
36 H 1.577 -4.971 -1.909
37 Cl 2.907 4.982 -1.448
38 C 3.772 3.457 -1.320
39 Cl 4.565 3.279 0.244
40 Cl 4.885 3.211 -2.655
41 C 2.765 2.380 -1.398
42 N 1.991 1.536 -1.455

Forces on the atoms, in the same order (eV/Å):
Zr 0.236 0.037 0.093
S 0.016 -0.013 -0.018
N -0.021 0.020 0.005
C 0.020 -0.026 0.078
C -0.003 -0.060 -0.061
C 0.021 -0.004 -0.011
C 0.008 -0.005 -0.005
C 0.002 -0.011 -0.035
N -0.032 -0.109 0.156
C -0.037 0.062 0.019
C -0.071 0.005 0.089
N -0.063 0.055 -0.043
C 0.053 0.030 -0.008
C 0.003 -0.032 0.001
C 0.011 -0.004 -0.024
C 0.061 -0.027 -0.040
C -0.064 0.052 -0.027
N -0.007 0.000 0.027
H -0.001 0.001 0.008
H -0.004 0.003 0.003
H -0.002 -0.001 0.003
H 0.000 0.010 0.002
H -0.004 0.002 0.006
H -0.004 0.004 0.003
N 0.025 -0.054 -0.006
C -0.054 0.058 -0.010
N 0.006 -0.006 -0.035
N 0.034 -0.038 -0.011
N -0.098 0.042 0.113
N 0.062 0.055 0.031
C 0.011 0.085 0.035
N 0.018 -0.014 -0.031
N -0.027 -0.034 -0.031
N 0.037 0.102 0.005
N -0.110 0.012 -0.105
H -0.001 -0.001 0.003
Cl -0.006 -0.004 -0.002
C 0.067 -0.010 0.020
Cl -0.021 0.010 -0.044
Cl -0.022 0.003 0.020
C 0.016 -0.026 -0.038
N -0.059 -0.170 -0.132

As for the total energy: -3205.80643 hartree. The net charge is +2. The frontier orbital gap is 6.60 eV. The spin multiplicity is 1. The LUMO energy is -8.39 eV.

Record 3
Entry from the OMol25 dataset: an isolated molecule of C16H8Cl6N2O4 (the ωB97M-V functional and the def2-TZVPD basis).

Cartesian coordinates (Å):
1 O -2.646 -1.485 -3.057
2 C -1.776 -1.702 -2.207
3 N -1.529 -0.624 -1.380
4 C -0.505 -0.449 -0.458
5 C -0.364 0.791 0.080
6 N 0.576 1.139 1.031
7 C 0.674 2.322 1.679
8 O -0.226 3.138 1.517
9 O 1.784 2.500 2.436
10 C 1.826 3.619 3.217
11 C 2.740 4.609 2.901
12 C 2.926 5.687 3.787
13 Cl 4.130 6.844 3.378
14 C 2.098 5.819 4.873
15 Cl 2.237 7.243 5.879
16 C 1.188 4.795 5.182
17 C 1.000 3.722 4.372
18 Cl -0.150 2.487 4.801
19 O -1.060 -2.816 -2.071
20 C -1.287 -3.905 -2.905
21 C -2.520 -4.394 -3.358
22 C -2.634 -5.490 -4.237
23 Cl -4.179 -6.042 -4.827
24 C -1.469 -6.199 -4.577
25 Cl -1.477 -7.563 -5.612
26 C -0.218 -5.700 -4.134
27 C -0.102 -4.576 -3.313
28 Cl 1.547 -4.008 -2.906
29 H -2.096 0.193 -1.565
30 H 0.186 -1.280 -0.206
31 H -1.065 1.553 -0.253
32 H 1.270 0.471 1.322
33 H 3.337 4.503 1.987
34 H 0.593 4.952 6.064
35 H -3.448 -3.895 -3.030
36 H 0.641 -6.258 -4.410

Forces on the atoms, in the same order (eV/Å):
O 1.062 -1.509 0.750
C -2.614 3.083 -1.843
N 0.886 -1.779 0.184
C 1.198 1.243 1.272
C -0.818 -1.418 -0.898
N 2.191 -0.626 1.185
C -3.229 1.394 -1.397
O 1.452 0.060 0.768
O -0.102 -1.083 -0.685
C -0.536 0.701 0.871
C 0.023 -0.365 0.417
C -0.144 -0.415 -1.239
Cl 0.051 0.137 0.045
C 0.196 0.005 0.451
Cl -0.233 -0.658 -0.135
C -0.109 1.569 0.607
C 0.787 -0.683 -0.996
Cl 0.423 0.318 -0.253
O -0.068 -0.215 0.655
C 1.103 -0.827 -0.885
C -0.676 0.532 0.275
C 0.855 -0.304 0.483
Cl 0.470 0.424 0.374
C 0.495 1.542 0.510
Cl -0.081 -0.151 -0.033
C -1.290 0.137 0.473
C -0.263 -0.084 -0.394
Cl -1.502 -0.355 -0.147
H -0.077 -0.465 -0.296
H -0.829 0.490 -0.376
H 0.348 0.209 0.427
H 0.023 -0.371 -0.307
H -0.229 0.110 0.528
H -0.203 -0.215 0.158
H 0.694 -0.223 -0.317
H 0.745 -0.209 -0.233

As for the total energy: -3786.16470 hartree. The net charge is 0. The frontier orbital gap is 8.68 eV. The spin multiplicity is 1. The LUMO energy is 0.34 eV. The structure (SMILES) is O=C(N/C=C/NC(=O)Oc1cc(Cl)c(Cl)cc1Cl)Oc1cc(Cl)c(Cl)cc1Cl.

Record 4
Entry from the OMol25 dataset: C16H9Cl5CuN3 as an isolated structure (the ωB97M-V functional and the def2-TZVPD basis).

Cartesian coordinates (Å):
1 Cu 0.109 0.853 0.912
2 Cl 2.573 0.131 1.095
3 C 1.735 -0.405 2.561
4 C 0.381 -0.144 2.535
5 C -0.345 -0.487 3.661
6 Cl -2.036 -0.118 3.738
7 C 0.275 -1.101 4.753
8 Cl -0.636 -1.531 6.138
9 C 1.651 -1.359 4.723
10 Cl 2.418 -2.109 6.056
11 C 2.412 -0.998 3.608
12 Cl 4.099 -1.270 3.534
13 N -2.324 2.555 -0.281
14 C -2.667 1.249 0.005
15 C -4.012 0.885 -0.124
16 C -4.371 -0.424 0.082
17 C -3.395 -1.361 0.417
18 C -2.108 -0.923 0.568
19 N -1.742 0.365 0.372
20 C -1.107 3.177 -0.445
21 C -1.114 4.499 -0.910
22 C 0.078 5.140 -1.125
23 C 1.276 4.467 -0.881
24 C 1.204 3.185 -0.412
25 N 0.034 2.540 -0.186
26 H -3.111 3.137 -0.514
27 H -4.746 1.629 -0.400
28 H -5.405 -0.721 -0.022
29 H -3.638 -2.400 0.579
30 H -1.315 -1.591 0.873
31 H -2.056 4.995 -1.101
32 H 0.085 6.159 -1.487
33 H 2.234 4.936 -1.044
34 H 2.099 2.621 -0.186

Forces on the atoms, in the same order (eV/Å):
Cu -0.495 0.452 -0.072
Cl 0.026 -0.049 0.083
C -0.090 0.023 -0.148
C 0.341 -0.065 0.101
C -0.003 -0.008 0.015
Cl 0.004 0.013 -0.020
C 0.035 -0.007 -0.013
Cl -0.007 0.002 -0.006
C -0.024 0.002 0.003
Cl -0.002 -0.001 -0.004
C -0.004 -0.006 0.001
Cl 0.003 -0.005 0.004
N -0.136 0.109 0.158
C 0.017 -0.201 -0.085
C -0.019 0.016 -0.035
C -0.033 -0.004 -0.003
C 0.017 -0.028 0.008
C -0.047 0.054 -0.006
N 0.007 -0.198 0.026
C 0.114 0.064 -0.135
C -0.026 0.016 -0.027
C -0.007 0.038 -0.010
C 0.032 -0.032 0.006
C -0.035 0.039 -0.018
N 0.337 -0.221 0.171
H -0.008 0.008 0.010
H 0.003 -0.001 -0.001
H 0.000 0.003 0.001
H 0.004 0.001 0.001
H -0.002 -0.002 -0.001
H 0.001 -0.006 -0.005
H -0.003 -0.002 0.001
H 0.000 -0.005 0.003
H 0.001 0.006 -0.004

As for the total energy: -4720.62281 hartree. The net charge is +1. The frontier orbital gap (spin up / spin down) is 8.63 / 7.03 eV. The spin multiplicity is 2. The LUMO energy (spin up / spin down) is -3.16 / -4.75 eV. The expectation value of S² is 0.75.

Going through the records in order, we get molecular weight values of 428.46, 624.98, 504.97, 484.08 g mol⁻¹.